# 1
Computed, not measured: a molecular structure, C44H54F4IrN7O3Sb, with the ωB97M-V functional and the def2-TZVPD basis.

Values from the calculation:
<S²>: 0.76
energy above the lowest of the compared OMol25 structures with the same formula, charge and spin: 2.8 kcal/mol
electronic energy: -3060.8166 a.u.
largest force on an atom: 1.03 eV Å⁻¹
total charge: +4
HOMO level (spin up / spin down): -17.42 / -17.42 eV
multiplicity: 2
frontier orbital gap (spin up / spin down): 7.1 / 5.7 eV

Element x y z (Å)
Ir  0.4746  0.3383  0.2627
Sb  3.1910  -0.2714  -0.1483
F  5.8658  0.3132  -5.7043
F  7.6527  1.3607  3.7801
F  -0.3872  -2.3472  -6.1582
F  3.0441  -6.4799  -0.5515
O  0.4794  0.1718  -1.9127
O  1.9597  1.9750  -0.6232
O  0.7486  3.8352  -0.8207
N  0.6179  2.9201  -4.9765
N  0.1772  -1.7338  -0.1038
N  -0.3919  -1.1253  -11.0858
N  0.2658  -0.4259  2.2354
N  -0.1827  -0.5101  -8.2973
N  0.2381  2.2668  1.3405
N  -1.6411  0.8655  -0.0038
C  0.8473  3.2757  -3.7168
C  0.9628  -1.7402  2.2394
C  4.9300  -0.9568  -2.4797
C  6.6778  1.0010  2.9647
C  3.5011  -4.5972  0.7517
C  4.6460  0.2524  1.2741
C  5.5568  -0.8691  -3.7111
C  3.8774  1.1789  -2.8429
C  0.8771  2.3794  -2.6748
C  4.0636  0.0528  -2.0473
C  1.1802  2.5963  2.4637
C  0.1911  1.1845  -6.6140
C  5.3036  0.2368  -4.5027
C  0.0036  -1.8809  -8.7626
C  -2.1172  1.4396  1.2754
C  0.5868  3.9810  -6.0188
C  0.5454  -1.8816  -10.1833
C  4.6970  1.5575  1.7687
C  0.3560  0.6273  -4.2475
C  2.7121  -4.3916  -1.5342
C  -0.5669  0.2861  -10.5960
C  0.3508  -2.5625  1.1327
C  -0.0273  -0.1388  -6.9635
C  6.6574  -0.2948  2.4771
C  0.1081  -0.7113  -4.5959
C  -2.3322  -1.5404  -0.1693
C  -1.0807  -2.1132  -0.8155
C  0.3820  1.5841  -5.2833
C  0.6607  0.3896  3.4426
C  2.7671  -3.0107  -1.4176
C  4.4955  1.2762  -4.0788
C  5.7170  1.9406  2.6190
C  1.2150  2.8110  -1.3007
C  -0.8300  4.3651  -6.4069
C  5.6310  -0.6711  1.6265
C  -2.5958  -0.1112  -0.6054
C  0.5808  1.0247  -2.8808
C  3.0863  -5.1631  -0.4446
C  3.5303  -3.2154  0.8556
C  -0.0810  -1.0692  -5.8939
C  -1.0741  0.2538  -9.1645
C  3.1757  -2.4014  -0.2256
C  1.7656  1.3551  3.0994
C  -1.1999  2.5933  1.6211
H  -1.4091  3.5095  -6.7557
H  -1.2676  0.7930  -11.2565
H  -1.3567  4.8084  -5.5619
H  -0.9896  -1.7371  -1.8306
H  3.8503  -2.7831  1.7964
H  2.5062  -2.4041  -2.2812
H  3.9593  2.2934  1.4728
H  1.1149  4.8341  -5.5993
H  0.0301  -1.4709  -3.8320
H  0.6149  3.1505  3.2132
H  -1.1154  -3.2032  -0.8589
H  2.0208  -1.5487  2.0883
H  1.1806  3.6389  -6.8642
H  -3.1833  -2.1523  -0.4704
H  -0.0436  -1.1298  -12.0480
H  1.0274  4.3284  -3.5359
H  5.1360  -1.8219  -1.8634
H  -2.0839  -0.1815  -9.1455
H  -3.1473  1.7909  1.1878
H  0.8462  -2.2336  3.2056
H  4.3882  2.1538  -4.7026
H  -1.3372  2.8892  2.6589
H  0.9477  -0.3035  4.2318
H  2.4505  0.8666  2.4165
H  -2.5004  -0.0382  -1.6886
H  0.4094  0.7624  -10.6688
H  1.5067  -1.3742  -10.2433
H  -1.4570  3.4587  1.0065
H  0.5123  2.9149  0.5915
H  6.2389  -1.6344  -4.0563
H  7.4424  -0.9835  2.7591
H  -1.3019  -1.5957  -11.1072
H  -0.9306  -2.4554  -8.7191
H  0.9443  -3.4457  0.9037
H  -1.1713  1.2798  -8.8213
H  5.6344  -1.6766  1.2281
H  0.2354  1.9228  -7.3987
H  3.2942  2.0061  -2.4832
H  1.9460  3.2639  2.0720
H  3.8003  -5.2393  1.5700
H  2.4137  -4.8800  -2.4522
H  0.7332  -2.3988  -8.1475
H  -0.7280  -0.6272  2.3312
H  -0.2336  0.9131  3.7849
H  -1.5735  1.6442  -0.6592
H  5.7920  2.9469  3.0088
H  -3.6069  0.2038  -0.3433
H  2.3461  1.6188  3.9833
H  -2.1193  0.6587  2.0361
H  0.9381  -1.9545  -0.7457
H  -2.3011  -1.6113  0.9229
H  -0.7984  5.1062  -7.2044
H  -0.6399  -2.8994  1.4388
H  0.6454  -2.8942  -10.5687



# 2
Computed, not measured: 2 unconnected molecules or ions with the total composition C4H11NO2, with the ωB97M-V functional and the def2-TZVPD basis.

Values from the calculation:
SMILES: CCNCC=O.O
energy above the lowest of the compared OMol25 structures with the same formula, charge and spin: 70.6 kcal/mol
electronic energy: -364.1557 a.u.
largest force on an atom: 3.69 eV Å⁻¹
HOMO level: -9.24 eV
frontier orbital gap: 9.7 eV

Element x y z (Å)
O  -1.1374  -1.6207  -2.7407
O  -2.5780  0.2200  6.7475
N  -0.4256  0.4807  -0.6401
C  1.7306  1.1339  -1.8568
C  0.9107  0.9687  -0.5350
C  -0.3258  -1.0854  -0.7087
C  -0.1300  -1.6742  -2.0555
H  0.8732  2.0546  -0.1957
H  1.4314  2.1042  -2.3641
H  -0.8713  0.7291  -1.5643
H  2.6953  1.1976  -1.4981
H  0.9853  -1.8550  -2.2692
H  -1.2501  -1.5870  -0.2436
H  0.5191  -1.4320  -0.0446
H  1.4416  0.3420  0.2157
H  1.5052  0.2337  -2.5440
H  -3.2255  -0.4809  6.4433
H  -2.1488  0.2708  5.8539



# 3
Computed, not measured: a molecular structure, C5H6N2O, with the ωB97M-V functional and the def2-TZVPD basis.

Values from the calculation:
energy above the lowest of the compared OMol25 structures with the same formula, charge and spin: 103.6 kcal/mol
electronic energy: -378.7058 a.u.
largest force on an atom: 5.57 eV Å⁻¹
HOMO level (spin up / spin down): -8.36 / -8.35 eV
frontier orbital gap (spin up / spin down): 8.3 / 8.3 eV

Element x y z (Å)
O  2.7653  -0.0168  -0.8964
N  -0.3441  0.8837  0.4550
N  2.5958  0.0949  0.5177
C  -0.9781  -1.0567  -0.4586
C  0.1585  -0.3364  0.0366
C  1.5545  -0.7996  0.2560
C  -2.0422  -0.1370  -0.4851
C  -1.6429  1.0401  0.0525
H  -3.0249  -0.4781  -0.6974
H  -1.0369  -2.0353  -0.6290
H  1.9856  -1.8004  0.2227
H  2.2357  1.0172  0.7710
H  0.1158  1.6407  0.7927
H  -2.3421  1.9838  0.0624



# 4
Computed, not measured: a molecular structure, C42H85Br2F6N5O8PS2, with the ωB97M-V functional and the def2-TZVPD basis.

Values from the calculation:
energy above the lowest of the compared OMol25 structures with the same formula, charge and spin: 0.0 kcal/mol
electronic energy: -9411.4461 a.u.
largest force on an atom: 2.78 eV Å⁻¹
total charge: +1
HOMO level: -9.59 eV
frontier orbital gap: 6.5 eV

Element x y z (Å)
Br  3.7997  -3.7449  0.9265
Br  5.5199  -3.1587  -1.7175
S  0.2547  2.4854  2.2703
S  0.6897  -4.0268  -0.2674
P  0.0797  1.5716  0.5734
F  -0.8793  -4.6564  1.7545
F  -0.1358  -7.0786  2.0983
F  0.0763  -2.3405  2.6787
F  1.2416  -4.7163  2.3130
F  -0.3318  -6.7936  -0.0719
F  1.6815  -6.9160  0.8797
O  -3.7498  0.8914  0.1741
O  3.5041  0.3717  3.2806
O  1.5864  -4.8730  -0.9989
O  -0.5926  -3.8864  -0.9144
O  -1.7069  -0.2878  -1.5957
O  2.9464  2.1978  4.5213
O  2.5859  0.4848  -0.0207
O  -2.6640  1.6903  3.0792
N  5.3735  -1.8039  8.4547
N  1.8150  0.3742  -2.3285
N  0.9713  4.6919  -4.7124
N  -6.5689  0.0301  -5.7123
N  0.7806  -1.6989  -1.3655
C  0.6781  5.7534  -5.6641
C  -1.3717  -1.6628  0.9569
C  4.3417  -0.9514  9.0126
C  3.3379  -1.9651  -2.8909
C  3.5060  1.1270  4.4175
C  -4.3969  -1.1858  -6.3144
C  -0.5095  0.2344  -2.1227
C  2.3233  -1.2542  1.9649
C  2.2207  -0.2825  3.1263
C  -1.6497  2.5844  5.0570
C  1.5627  -2.3051  -0.2480
C  -3.9361  1.9715  1.0926
C  4.1522  -4.0222  8.8453
C  3.0024  -2.7234  -0.4768
C  -3.4817  1.4059  -1.1004
C  -3.9429  1.5331  2.5227
C  -5.1391  0.1012  -5.9266
C  0.1862  3.4864  -4.8679
C  2.3793  4.4544  -4.4507
C  -2.8476  0.4333  -2.0687
C  4.3454  -2.0852  6.1273
C  1.2364  0.1789  0.1105
C  0.4791  2.5652  -6.0603
C  5.4158  -3.1605  8.9728
C  3.1870  2.8252  -0.3590
C  3.1626  1.6447  0.5928
C  1.2289  -1.2125  0.9003
C  0.7889  -0.2192  -1.4817
C  3.7374  -2.5719  -1.5878
C  -8.8122  -0.0821  -6.7635
C  5.5215  -1.6663  7.0215
C  -7.0037  -2.1651  -4.4617
C  -0.0736  -1.3815  1.6909
C  3.1234  5.7001  -3.9972
C  -7.3162  -0.3139  -6.9085
C  4.3980  -0.8602  10.5296
C  -6.9982  -0.6306  -4.4928
C  -2.5244  -1.8092  1.9499
C  -2.6330  1.5969  4.4884
C  0.3682  -4.9388  1.3323
C  1.2735  5.6418  -7.0729
C  0.4140  -6.4908  1.0026
H  -6.9512  0.3187  -7.7213
H  -9.3034  -0.2416  -7.7231
H  3.5909  3.6837  0.1575
H  6.2542  -3.6787  8.5022
H  5.3911  -0.5591  10.8631
H  -3.4550  -1.5649  1.4659
H  4.2417  -3.1674  6.0668
H  2.2256  3.0431  -0.8022
H  1.7027  0.0133  -3.2701
H  2.4536  3.7094  -3.6491
H  -0.2502  -0.4667  2.2493
H  0.2879  2.4786  -0.4778
H  3.6212  -0.9237  -2.8920
H  4.1392  5.4356  -3.7030
H  6.4139  -2.2144  6.7093
H  0.5968  -2.2590  -2.2029
H  -1.6616  -0.8627  0.2868
H  4.0082  -4.3982  7.8332
H  -3.6184  1.7302  4.9258
H  0.3178  2.8920  -3.9489
H  -3.5538  -0.3108  -2.4115
H  2.3207  -2.1262  -3.2109
H  0.1127  2.9811  -6.9957
H  0.7415  4.9215  -7.6921
H  3.3271  -1.2636  8.7143
H  1.2008  6.6074  -7.5744
H  -4.9044  2.4263  0.8965
H  4.2374  -4.8916  9.4990
H  -3.3866  -0.9378  -6.6502
H  -3.1711  2.7355  0.9734
H  -0.6325  2.2435  4.9350
H  -6.3838  -0.2562  -3.6683
H  -7.5895  -2.5102  -3.6080
H  -2.5878  1.0185  -2.9476
H  -0.1730  -1.7834  -0.9408
H  5.6832  -3.1069  10.0304
H  -4.9584  0.8429  -6.7109
H  1.0143  6.6957  -5.2266
H  -4.6461  2.1758  3.0508
H  -7.1475  -1.3546  -7.2266
H  4.1448  -1.8067  11.0077
H  1.5443  2.3581  -6.1671
H  3.6818  -0.1173  10.8809
H  -0.0284  1.6062  -5.9178
H  -1.2289  1.1053  0.3901
H  1.6341  1.3675  -2.4045
H  4.4859  0.0540  8.6069
H  -4.6729  0.5180  -5.0263
H  -4.8892  -1.7123  -7.1309
H  3.9063  2.5883  -1.1326
H  3.3983  -1.6646  6.4716
H  1.4462  0.4750  3.0670
H  -2.8842  2.3177  -1.0556
H  -2.5658  -2.8034  2.3657
H  -9.0175  0.9393  -6.4425
H  2.0414  -0.8396  4.0406
H  -0.8724  3.7608  -4.8875
H  -2.3739  -1.1176  2.7667
H  -4.2964  -1.8709  -5.4729
H  3.3021  -1.1068  1.5385
H  2.3285  5.3658  -7.0540
H  2.3587  -2.2400  2.3806
H  4.5169  -1.7224  5.1089
H  -0.4068  5.8550  -5.7371
H  -1.3627  -2.5797  0.3919
H  3.2532  -3.4806  9.1422
H  -0.5756  1.3080  -2.2352
H  2.7662  1.8962  1.5622
H  3.9408  -2.4108  -3.6680
H  -9.2676  -0.7677  -6.0483
H  3.1988  6.4433  -4.7903
H  -0.4418  -0.1301  -3.1547
H  2.6294  6.1580  -3.1397
H  -6.0033  -2.5814  -4.3509
H  -2.3010  0.6009  4.7812
H  -7.4550  -2.5918  -5.3575
H  -8.0085  -0.2849  -4.2626
H  5.7466  -0.6134  6.8171
H  4.0638  0.7147  5.2634
H  4.1975  1.3848  0.7702
H  -1.8238  2.6601  6.1238
H  -4.3248  0.5201  2.6169
H  -1.7731  3.5650  4.6211
H  2.9016  4.0243  -5.3197
H  -4.4332  1.6757  -1.5615